1.
Density functional theory data (ωB97M-V with the def2-TZVPD basis set) for 2 unconnected molecules or ions with the total composition CH2N4O at a distorted geometry.

Summary:
**Gap between HOMO and LUMO (spin up / spin down)**: 9.20 / 10.27 eV

Last column: Mulliken charge in e.
Element x y z (Å)
C 2.097 0.035 -0.213  0.341
N 2.733 -1.067 0.002  -0.217
N 4.012 -0.679 0.081  -0.172
N 4.127 0.545 0.060  0.022
N -0.449 0.249 -0.400  -0.421
O 2.903 1.087 -0.149  -0.097
H -0.723 0.466 -1.318  0.246
H -0.176 -0.686 -0.412  0.298

2.
Density functional theory data (ωB97M-V with the def2-TZVPD basis set) for 2 unconnected molecules or ions with the total composition CH2N4O2 at a distorted geometry.

Summary:
**Gap between HOMO and LUMO**: 8.68 eV

Last column: Mulliken charge in e.
Element x y z (Å)
H 0.585 2.719 -0.341  0.224
N -0.213 2.054 -0.158  -0.579
N 0.161 0.925 0.090  0.280
N 1.124 0.266 -0.251  0.339
N 1.904 -0.564 0.156  -0.525
H 2.256 -1.277 -0.444  0.257
O -2.479 -1.022 1.245  -0.330
C -1.927 -1.302 0.292  0.674
O -1.411 -1.800 -0.588  -0.340

3.
Density functional theory data (ωB97M-V with the def2-TZVPD basis set) for a single CH2N4O2 molecule at a distorted geometry.

Summary:
**Gap between HOMO and LUMO (spin up / spin down)**: 8.35 / 6.41 eV
**Multiplicity**: 3

Last column: Löwdin spin population.
Element x y z (Å)
C -4.075 -0.058 0.010  0.082
N -5.173 0.226 0.032  0.314
N 0.440 -0.466 -0.267  0.005
N -2.889 -0.671 -0.147  0.515
N -1.880 -0.006 -0.073  0.469
O -1.540 1.140 -0.015  0.585
O -0.792 -1.054 -0.089  0.026
H 1.034 -1.123 -0.904  0.000
H 1.008 -0.497 0.703  0.003

4.
Density functional theory data (ωB97M-V with the def2-TZVPD basis set) for a single CH2N4O2 molecule at a distorted geometry.

Summary:
**Gap between HOMO and LUMO (spin up / spin down)**: 8.12 / 6.58 eV
**Multiplicity**: 3

Last column: Löwdin spin population.
Element x y z (Å)
C 1.614 0.197 -0.080  0.174
N 0.726 1.188 -0.005  0.028
N 1.061 -1.012 -0.023  -0.054
N -0.381 0.531 -0.084  0.457
N -0.222 -0.791 -0.083  0.144
O -1.190 -1.516 -0.068  0.389
O -1.930 1.035 0.017  0.837
H 2.626 0.343 0.194  0.012
H -2.304 0.026 0.131  0.011

Relative energy (zero: lowest compared OMol25 entry of this formula, charge and spin): 6.2585, 3.0417, 7.2752, 6.0503 (eV)
E: -9070.03957, -11120.57941, -11114.23404, -11115.45891 (eV)